No. 1
{
  "formula": "C31H52N2O3P2Ru",
  "method": "ωB97M-V/def2-TZVPD",
  "lumo_ev": [-7.221, -9.636],
  "homo_ev": [-12.937, -12.926],
  "multiplicity": 5,
  "fmax_ev_per_a": 5.4,
  "energy_ha": -2324.4059,
  "total_charge": 2,
  "species": ["Ru", "C", "C", "C", "C", "C", "C", "H", "H", "H", "C", "H", "H", "H", "C", "H", "H", "H", "C", "H", "H", "H", "C", "H", "H", "H", "C", "C", "C", "C", "C", "C", "C", "C", "H", "H", "H", "H", "H", "H", "H", "H", "H", "H", "H", "H", "P", "C", "C", "P", "C", "C", "C", "H", "H", "H", "H", "H", "H", "H", "H", "H", "H", "H", "H", "H", "H", "C", "C", "C", "C", "C", "C", "O", "N", "C", "O", "N", "C", "O", "H", "H", "H", "H", "H", "H", "H", "H", "H", "H", "H"],
  "coordinates": [[-0.2146, -1.5804, -3.8328], [-0.5843, -3.4569, 2.1127], [0.6840, -3.7535, 1.5684], [0.9593, -2.0784, 3.1292], [-0.4342, -2.4157, 3.0653], [1.6438, -2.9049, 2.1907], [-1.8460, -4.1607, 1.8052], [-1.7159, -4.8729, 0.9809], [-2.6773, -3.4784, 1.5667], [-2.1585, -4.7323, 2.6926], [-1.5284, -1.8144, 3.8350], [-2.3949, -1.5971, 3.1873], [-1.2222, -0.8741, 4.3202], [-1.8697, -2.5101, 4.6199], [1.6095, -1.1307, 4.0380], [2.1006, -1.6665, 4.8639], [0.8904, -0.4205, 4.4668], [2.3948, -0.5705, 3.5183], [3.1012, -2.9920, 2.0247], [3.5344, -3.6399, 2.8043], [3.5885, -2.0120, 2.1366], [3.3740, -3.4482, 1.0584], [0.9715, -4.7373, 0.5048], [1.2998, -5.6881, 0.9499], [1.7643, -4.3880, -0.1739], [0.0773, -4.9444, -0.0964], [-1.3932, -0.2292, -4.6164], [-1.6945, -1.5833, -5.0686], [-1.0344, -2.1768, -6.2733], [0.5538, -2.0676, -6.3494], [1.2711, -1.7282, -5.0809], [1.2469, -0.3929, -4.4850], [0.8249, 0.7949, -5.3433], [-0.7070, 0.7377, -5.5540], [-1.4826, -1.7364, -7.1726], [0.7921, -1.3458, -7.1494], [-1.2882, -3.2443, -6.3079], [-0.9320, 0.4594, -6.5907], [-2.0888, 0.2260, -3.9033], [-2.6708, -1.9667, -4.7936], [-1.1307, 1.7294, -5.3665], [1.0591, 1.7271, -4.7894], [1.9310, -0.1169, -3.6838], [1.3880, 0.8059, -6.3055], [0.8960, -3.0853, -6.6100], [2.1605, -2.3335, -4.8887], [-0.5601, -0.7078, 0.0017], [-2.2077, 0.0736, -0.2468], [-1.0118, -2.1035, -1.2851], [2.1609, 0.6794, -0.7165], [0.3232, 0.4469, -1.1403], [2.6046, -1.1051, -0.9298], [2.4474, 0.9661, 1.0687], [-2.2228, 1.0698, 0.2056], [-2.9720, -0.5848, 0.1823], [-2.3642, 0.1915, -1.3268], [-0.8752, -2.3797, -2.4126], [-2.0947, -2.0247, -1.2222], [-0.7257, -2.9916, -0.7238], [3.1484, 1.8326, 1.1108], [2.9287, 0.1029, 1.5490], [1.5410, 1.2238, 1.6391], [-0.1892, 1.4106, -1.0455], [0.1416, 0.0427, -2.1751], [3.5324, -1.2789, -0.3616], [2.8030, -1.3310, -1.9939], [1.8437, -1.8482, -0.6221], [-3.0059, 4.4797, 1.5075], [-1.5617, 4.9475, 1.4770], [-0.6504, 4.1233, 2.4277], [0.8497, 4.5020, 2.2555], [1.2889, 5.8344, 2.8451], [-1.1108, 4.2602, 3.8762], [-1.5818, 5.2747, 4.3728], [-0.9552, 3.1157, 4.6296], [-0.6562, 1.8153, 4.1872], [-0.5037, 0.9500, 5.0572], [-0.5937, 1.6005, 2.8428], [-0.7508, 2.6309, 2.0141], [-0.9280, 2.4568, 0.7788], [-3.0556, 3.4142, 1.2614], [-3.5892, 5.0221, 0.7590], [-3.4570, 4.6386, 2.4921], [-1.1653, 4.7978, 0.4610], [-1.4918, 6.0170, 1.7228], [1.4498, 3.6895, 2.6967], [1.0430, 4.4751, 1.1714], [1.6513, 5.6880, 3.8692], [2.1168, 6.2347, 2.2502], [0.4732, 6.5640, 2.8619], [-1.1151, 3.1777, 5.6230]],
  "forces_ev_per_a": [[1.6, -2.5, 4.5], [0.0, -0.2, -0.1], [0.4, 0.5, 0.0], [-0.1, -0.3, 0.0], [0.1, 0.3, 0.2], [-0.6, -0.5, 0.1], [-0.2, -0.2, -0.1], [-0.2, 0.2, 0.3], [0.3, -0.1, 0.1], [0.0, 0.1, -0.2], [-0.2, 0.5, 0.3], [0.2, -0.2, 0.2], [-0.1, -0.3, -0.1], [0.0, 0.1, -0.2], [-0.1, 0.4, 0.2], [-0.1, 0.0, -0.1], [0.2, -0.1, 0.0], [0.0, -0.1, 0.1], [0.6, 0.0, -0.3], [-0.1, 0.1, -0.1], [-0.1, -0.3, 0.0], [0.0, 0.2, 0.4], [0.0, -0.3, -0.3], [0.0, 0.1, -0.2], [-0.1, -0.2, 0.3], [0.3, -0.1, 0.2], [-1.1, 0.3, -1.9], [-1.3, 2.1, -0.7], [0.2, -0.6, -0.5], [-0.5, -0.4, -1.0], [1.9, 2.1, -0.4], [0.6, 0.1, -3.0], [-0.2, 0.5, 0.5], [0.1, 0.6, -0.4], [0.2, 0.0, 0.0], [0.2, -0.4, 0.2], [0.0, 0.3, 0.0], [0.0, 0.2, 0.2], [0.1, -0.2, 0.0], [0.1, -0.5, 0.3], [0.0, -0.1, -0.3], [0.1, -0.5, -0.4], [0.1, -0.5, 0.0], [-0.4, 0.0, 0.7], [-0.1, 0.7, -0.3], [-0.5, -0.4, 0.6], [-0.7, -0.3, -0.8], [-0.1, 0.4, 0.0], [-0.6, -0.4, 0.7], [-2.6, -2.9, 0.9], [0.7, 1.6, -1.0], [1.3, 0.0, -0.7], [0.6, 1.1, -0.1], [0.0, -0.3, 0.1], [0.1, 0.2, -0.1], [-0.2, -0.1, 0.2], [-0.2, -0.1, 2.4], [-0.1, -0.4, 0.0], [0.0, -0.5, -0.6], [-0.4, -0.5, 0.3], [0.0, 0.2, -0.6], [-0.2, 0.1, -0.4], [0.1, 0.0, 0.0], [0.7, 0.8, 0.7], [-0.3, -0.2, -0.3], [0.1, 0.2, 0.4], [0.0, 0.8, 0.3], [-0.2, 0.0, 0.1], [0.5, 0.0, 0.1], [-0.7, -0.3, 0.0], [-0.1, -0.5, -0.1], [0.1, 0.0, 0.1], [-0.4, 1.0, 0.4], [0.7, -1.0, -0.7], [0.2, -0.5, 0.1], [0.1, 0.7, 0.5], [-0.1, 0.4, -0.8], [0.2, -0.6, 0.1], [-0.1, 0.8, -1.4], [1.0, -0.5, 0.7], [-0.1, 0.2, 0.0], [0.0, 0.0, 0.2], [0.0, 0.0, -0.2], [-0.1, 0.2, 0.4], [0.0, -0.3, 0.0], [0.0, 0.2, -0.1], [-0.1, 0.0, 0.2], [-0.2, 0.2, -0.2], [-0.1, 0.1, 0.2], [0.2, -0.1, 0.0], [-0.1, 0.2, 0.1]]
}



No. 2
{
  "formula": "C19H22N2S",
  "method": "ωB97M-V/def2-TZVPD",
  "lumo_ev": 0.619,
  "homo_ev": -8.087,
  "e_above_lowest_kj_mol": 303.9,
  "fmax_ev_per_a": 3.6,
  "energy_ha": -1244.8201,
  "smiles": "c1cc(Sc2ccc([C@H]3CC[C@H]4CCCCN43)cc2)ccn1",
  "total_charge": 0,
  "species": ["N", "S", "C", "C", "C", "C", "C", "C", "C", "C", "C", "C", "C", "N", "C", "C", "C", "C", "C", "C", "C", "C", "H", "H", "H", "H", "H", "H", "H", "H", "H", "H", "H", "H", "H", "H", "H", "H", "H", "H", "H", "H", "H", "H"],
  "coordinates": [[-2.7960, 2.2286, -5.7014], [0.4574, 3.5040, -2.7871], [-1.6742, 1.5038, -5.6188], [-3.0728, 3.1207, -4.7437], [-0.7051, 1.8071, -4.6402], [-2.0662, 3.5042, -3.8208], [-0.0513, 1.1543, -1.3786], [0.5535, 3.0986, -0.0199], [-0.2005, 0.3386, -0.2900], [0.3382, 2.3220, 1.1235], [-0.8561, 2.8594, -3.8120], [0.3406, 2.5340, -1.2861], [-0.0021, 0.9090, 0.9911], [0.7072, -1.1836, 1.9191], [2.1841, -1.0549, 1.6735], [2.8095, -2.3850, 1.4421], [2.3733, -3.4159, 2.4016], [0.8131, -3.4897, 2.3588], [-1.3281, -2.0988, 2.5977], [-1.5789, -0.5563, 2.3091], [0.2037, -2.2422, 2.8008], [-0.1248, -0.0879, 2.1207], [-1.4813, 0.7121, -6.3051], [-4.0843, 3.4982, -4.6986], [0.2561, 1.1911, -4.3944], [-2.3860, 4.2970, -3.1741], [-0.0575, 0.7559, -2.4284], [0.8720, 4.1262, 0.0692], [-0.6041, -0.6784, -0.3220], [0.5850, 2.6587, 2.1025], [2.3202, -0.4665, 0.6668], [2.7681, -0.6644, 2.5200], [2.5604, -2.7316, 0.4896], [3.8784, -2.3239, 1.5048], [2.7768, -3.3176, 3.4212], [2.7013, -4.4389, 2.0334], [0.4251, -3.6562, 1.3922], [0.3628, -4.1986, 2.9783], [-1.9529, -2.3507, 3.4954], [-1.8280, -2.7143, 1.8785], [-2.0695, -0.4148, 1.2793], [-2.2461, -0.0344, 3.0748], [0.5305, -2.0550, 3.8569], [0.3486, 0.4361, 2.9205]],
  "forces_ev_per_a": [[-0.5, -0.9, 0.0], [0.4, -0.1, 0.3], [0.5, 1.6, 1.5], [2.1, -0.6, 0.1], [2.2, -2.8, -0.6], [-2.6, 0.3, -0.9], [1.1, 1.0, -2.1], [-0.5, -0.5, -0.4], [-0.5, 1.2, 1.2], [0.1, -3.4, -1.2], [-0.3, 1.5, 1.3], [-0.8, -1.5, 0.5], [0.1, 1.5, -1.2], [1.1, -2.5, -1.1], [-1.3, 1.2, -1.2], [0.5, -0.1, 0.5], [-1.5, -3.0, 0.1], [1.2, 0.0, 0.7], [-1.3, 1.2, 2.3], [-0.3, -0.9, -1.0], [-0.1, 1.9, -0.3], [0.3, 3.6, -0.1], [-0.2, -0.4, -0.6], [0.1, 0.3, -0.2], [-1.8, 0.9, -1.4], [0.5, 0.3, 0.6], [-0.5, 0.2, 1.4], [-0.1, 0.1, 0.0], [0.6, 0.3, -0.4], [0.0, 0.5, 0.6], [-0.2, -0.5, 2.3], [-0.5, 0.9, 0.0], [-0.4, -0.6, -1.8], [0.7, 0.4, -0.2], [-0.3, 0.2, -0.2], [0.0, 1.1, 0.5], [0.0, -0.4, -1.5], [-0.1, -1.9, 1.1], [1.0, 0.1, -0.2], [0.5, -0.5, -1.0], [0.4, -0.3, 1.6], [1.4, -0.6, -0.9], [-0.6, 0.1, -0.3], [-0.5, 0.9, 1.8]]
}



No. 3
{
  "formula": "C3H11NO3",
  "method": "ωB97M-V/def2-TZVPD",
  "lumo_ev": 0.435,
  "homo_ev": -9.463,
  "e_above_lowest_kj_mol": 203.8,
  "fmax_ev_per_a": 2.8,
  "energy_ha": -401.3354,
  "smiles": "C[C@H](N)C=O.O.O",
  "total_charge": 0,
  "species": ["O", "C", "C", "C", "N", "H", "H", "H", "H", "H", "H", "H", "H", "H", "O", "H", "H", "O"],
  "coordinates": [[0.6151, 0.8805, 3.9824], [0.8968, 0.1372, 3.0881], [0.9754, 0.5481, 1.6372], [-0.3802, 0.9364, 1.1237], [1.6433, -0.4182, 0.7482], [0.7699, -0.9999, 3.2511], [1.6067, 1.4214, 1.5303], [-0.4204, 1.3880, 0.1235], [-1.1827, 0.2126, 1.2924], [-0.5859, 1.8622, 1.7406], [2.6031, -0.5774, 1.0242], [1.1460, -1.2970, 0.8743], [-1.3406, -2.9050, -4.2366], [-2.6570, -2.7577, -3.5139], [-2.2586, -2.6670, -4.3876], [-1.1847, 1.8453, -2.6532], [0.0217, 0.8050, -3.0437], [-0.2679, 1.5856, -2.5810]],
  "forces_ev_per_a": [[0.6, 0.3, 0.3], [-2.0, -1.3, -0.1], [1.9, -0.1, -1.4], [-1.0, 2.3, 1.1], [-0.8, -0.5, 0.5], [0.7, 0.9, -0.1], [0.0, 0.5, 0.4], [0.5, -0.9, -0.1], [0.2, 0.0, -0.1], [-0.5, -1.1, -0.3], [0.1, 0.0, 0.1], [0.3, -0.2, -0.3], [0.1, 0.0, -0.1], [-0.1, 0.0, -0.1], [-0.1, 0.0, 0.3], [-0.1, -0.7, -0.6], [-0.8, -0.3, -0.4], [0.9, 1.0, 1.0]]
}



No. 4
{
  "formula": "C6H6O",
  "method": "ωB97M-V/def2-TZVPD",
  "lumo_ev": 0.970,
  "homo_ev": -8.925,
  "e_above_lowest_kj_mol": 267.8,
  "fmax_ev_per_a": 0.6,
  "energy_ha": -307.3614,
  "smiles": "C#CC1=CCOC1",
  "total_charge": 0,
  "species": ["C", "C", "C", "C", "C", "O", "C", "H", "H", "H", "H", "H", "H"],
  "coordinates": [[2.9802, 0.6132, -0.1773], [1.8056, 0.3642, -0.2597], [0.4139, 0.0808, -0.1702], [-0.5147, 0.9441, 0.2339], [-1.8053, 0.2326, 0.4090], [-1.5157, -1.1426, 0.2386], [-0.2270, -1.2875, -0.3352], [4.0223, 0.8314, -0.1181], [-2.4666, 0.6339, -0.3719], [-0.4442, 2.0176, 0.3560], [-2.2465, 0.3745, 1.4049], [0.3203, -2.0832, 0.1840], [-0.3223, -1.5791, -1.3940]],
  "forces_ev_per_a": [[-0.2, -0.1, -0.2], [0.4, 0.0, 0.0], [-0.1, 0.1, 0.3], [0.1, -0.1, 0.0], [-0.2, 0.3, -0.1], [-0.1, 0.0, -0.1], [0.3, -0.1, -0.1], [-0.1, 0.0, 0.0], [-0.5, -0.4, 0.2], [0.3, -0.1, 0.1], [-0.1, 0.1, -0.3], [-0.1, 0.1, 0.0], [0.2, 0.1, 0.1]]
}